Record 1
{
  "formula": "C45H60As2AuN6P",
  "method": "the ωB97M-V functional and the def2-TZVPD basis",
  "species": ["Au", "C", "C", "As", "C", "C", "C", "C", "C", "C", "C", "C", "C", "C", "C", "C", "As", "C", "C", "C", "C", "C", "C", "C", "C", "C", "C", "C", "C", "H", "H", "H", "H", "H", "H", "H", "H", "H", "H", "H", "H", "H", "H", "H", "H", "H", "H", "H", "H", "H", "H", "H", "H", "N", "P", "N", "C", "C", "C", "C", "C", "N", "C", "C", "C", "C", "C", "N", "C", "C", "C", "C", "C", "H", "H", "H", "H", "H", "H", "H", "H", "H", "H", "H", "H", "H", "H", "H", "H", "H", "H", "H", "H", "H", "H", "H", "H", "H", "H", "H", "H", "H", "H", "C", "C", "N", "C", "C", "N", "H", "H", "H", "H", "H", "H"],
  "coordinates": [[-1.40185, -0.18555, -0.29637], [-1.76296, 3.24010, -0.23367], [-1.84210, 2.73337, 1.20523], [-0.68944, 1.20602, 1.56716], [1.07996, 1.94233, 1.65531], [1.19084, 3.00291, 2.55805], [2.39488, 3.67518, 2.66274], [3.47693, 3.29078, 1.87849], [3.36008, 2.22270, 1.00459], [2.15712, 1.53692, 0.89028], [-1.14175, 0.59793, 3.31901], [-0.15899, 0.46610, 4.29623], [-0.53001, 0.07586, 5.57327], [-1.86032, -0.20234, 5.86092], [-2.83251, -0.09422, 4.87499], [-2.47473, 0.30319, 3.59601], [-0.05155, 4.14381, -0.76057], [0.09529, 3.43344, -2.56955], [1.37331, 3.47178, -3.12335], [1.60610, 2.99999, -4.40794], [0.56173, 2.46863, -5.14985], [-0.71562, 2.42644, -4.60864], [-0.94876, 2.91048, -3.32869], [-0.84926, 5.88375, -1.12097], [-1.16304, 6.34205, -2.39492], [-1.77757, 7.57716, -2.55757], [-2.08686, 8.35566, -1.45246], [-1.76485, 7.90794, -0.17828], [-1.14157, 6.68028, -0.01508], [-2.57672, 3.94163, -0.42299], [-1.89108, 2.40403, -0.92475], [-2.84894, 2.40494, 1.46607], [-1.55077, 3.48005, 1.94719], [0.35664, 3.31100, 3.17774], [2.48830, 4.50034, 3.35572], [4.41361, 3.82585, 1.95856], [4.20532, 1.91999, 0.40041], [2.03904, 0.71838, 0.19873], [0.87842, 0.68333, 4.07359], [0.22165, -0.01077, 6.34645], [-2.14130, -0.50380, 6.86112], [-3.86594, -0.31689, 5.10311], [-3.23522, 0.38673, 2.82661], [2.19838, 3.87596, -2.54661], [2.60197, 3.04954, -4.82820], [0.73943, 2.10173, -6.15196], [-1.53809, 2.03505, -5.19383], [-1.96614, 2.91261, -2.95514], [-0.92187, 5.74632, -3.26659], [-2.01500, 7.93112, -3.55219], [-2.56779, 9.31567, -1.58343], [-1.98565, 8.52224, 0.68479], [-0.86248, 6.35385, 0.98265], [0.45704, -0.51582, -0.64408], [0.87646, -2.08076, -0.30907], [0.62392, -2.64951, 1.22372], [1.38329, -1.96996, 2.28964], [1.50599, -2.86261, 3.51494], [0.12603, -3.27876, 4.01405], [-0.66100, -3.92778, 2.88148], [-0.73158, -2.99950, 1.67778], [2.49927, -2.14808, -0.51144], [3.28742, -3.30114, -0.02047], [4.43959, -3.58411, -0.97005], [5.41112, -2.39779, -1.00104], [4.65497, -1.06127, -0.88470], [3.22937, -1.21032, -1.38873], [0.01408, -3.11180, -1.27979], [-0.08637, -2.73305, -2.71474], [-0.85101, -3.80118, -3.47847], [-0.08259, -5.12975, -3.48088], [0.70728, -5.31071, -2.17597], [0.01967, -4.57465, -1.03640], [0.85566, -1.05467, 2.56702], [2.36070, -1.68122, 1.90822], [2.05726, -2.32763, 4.29076], [2.09021, -3.74830, 3.25028], [-0.41366, -2.39166, 4.36582], [0.21068, -3.95838, 4.86200], [-1.67479, -4.17551, 3.20171], [-0.17672, -4.86050, 2.57844], [-1.27397, -2.08182, 1.96502], [-1.27548, -3.46778, 0.86138], [2.64327, -4.17202, 0.09400], [3.68952, -3.07186, 0.97326], [4.03796, -3.77479, -1.96852], [4.94843, -4.49600, -0.65825], [5.98667, -2.42433, -1.92643], [6.12896, -2.48543, -0.18451], [5.16217, -0.28227, -1.45422], [4.62092, -0.72332, 0.15530], [3.24013, -1.58200, -2.41925], [2.69921, -0.26117, -1.40544], [0.91308, -2.62486, -3.15493], [-0.57277, -1.76142, -2.79348], [-1.01936, -3.45573, -4.49825], [-1.83769, -3.92478, -3.02316], [0.60162, -5.15794, -4.32946], [-0.78105, -5.95580, -3.61781], [1.72105, -4.91415, -2.28175], [0.80778, -6.36624, -1.92354], [0.50532, -4.77596, -0.08364], [-1.01689, -4.92025, -0.94762], [-3.61703, -2.61989, -0.70372], [-4.18228, -1.25029, -0.58043], [-3.51055, -0.12900, -0.33308], [-4.43856, 0.89928, -0.28964], [-5.67288, 0.38440, -0.49054], [-5.48952, -0.96497, -0.66951], [-2.54574, -2.58267, -0.91419], [-4.10197, -3.16536, -1.51311], [-3.76320, -3.18147, 0.22078], [-4.16141, 1.92418, -0.14244], [-6.64100, 0.84930, -0.53740], [-6.21523, -1.63877, -0.85685]],
  "homo_energy_ev": [-12.46, -12.46],
  "lumo_ev": [-7.34, -7.34],
  "e_above_lowest_kj_mol": 132.0,
  "homo_lumo_gap_ev": [5.12, 5.12],
  "charge": 2
}

***

Record 2
{
  "formula": "C45H60CdN7O3S2Se",
  "method": "the ωB97M-V functional and the def2-TZVPD basis",
  "species": ["Cd", "C", "C", "C", "C", "C", "C", "C", "Se", "C", "C", "C", "C", "C", "C", "O", "C", "C", "C", "C", "C", "C", "C", "C", "C", "O", "C", "C", "C", "C", "C", "C", "H", "H", "H", "H", "H", "H", "H", "H", "H", "H", "H", "H", "H", "H", "H", "H", "H", "H", "H", "H", "H", "H", "H", "H", "H", "H", "H", "H", "H", "H", "H", "H", "H", "H", "H", "H", "H", "H", "H", "H", "S", "N", "C", "C", "C", "C", "C", "N", "C", "C", "N", "C", "C", "C", "C", "C", "N", "H", "H", "H", "H", "H", "H", "N", "N", "C", "N", "S", "H", "H", "H", "H", "H", "C", "C", "C", "C", "O", "H", "H", "H", "H", "H", "H", "H", "H", "H"],
  "coordinates": [[-0.36278, -0.11171, -0.02898], [-7.21494, 2.81799, 1.33347], [-7.00638, 2.63581, -0.17151], [-7.23604, 3.99475, -0.85183], [-8.05274, 1.63534, -0.68164], [-5.59737, 2.12353, -0.48818], [-4.63850, 1.86095, 0.48067], [-3.38138, 1.37557, 0.14162], [-2.12816, 1.14019, 1.59633], [-1.46910, 2.94833, 1.61020], [-2.07696, 3.90904, 2.40355], [-1.63461, 5.22936, 2.41413], [-0.55277, 5.52608, 1.57950], [0.09855, 4.59436, 0.77163], [-0.34277, 3.22353, 0.77771], [0.24013, 2.29330, 0.07698], [1.26666, 5.02368, -0.13445], [1.55658, 6.52050, -0.03174], [0.93591, 4.71489, -1.60843], [2.54550, 4.27302, 0.26860], [-2.33312, 6.27176, 3.29810], [-2.24359, 5.85223, 4.77436], [-3.81544, 6.38294, 2.90352], [-1.70280, 7.65780, 3.16445], [-3.00120, 1.08915, -1.20083], [-1.86274, 0.52344, -1.52226], [-3.95172, 1.46204, -2.20616], [-5.20492, 1.91516, -1.81023], [-3.69135, 1.35636, -3.73017], [-4.46192, 0.14930, -4.28600], [-4.19606, 2.63319, -4.42757], [-2.21622, 1.21438, -4.14102], [-8.23925, 3.15660, 1.52450], [-7.06019, 1.87803, 1.87516], [-6.52667, 3.56793, 1.74161], [-8.22323, 4.39968, -0.58842], [-6.46957, 4.70942, -0.53294], [-7.18288, 3.91054, -1.94335], [-9.07026, 1.99253, -0.46787], [-7.96455, 1.48372, -1.76287], [-7.91539, 0.66399, -0.19431], [-4.84046, 2.03627, 1.53139], [-2.92958, 3.60315, 3.00819], [-0.20196, 6.55362, 1.54911], [0.68778, 7.12189, -0.32527], [1.85174, 6.80884, 0.98458], [2.38311, 6.76976, -0.70689], [0.04747, 5.27694, -1.92162], [1.77656, 5.00289, -2.25756], [0.73771, 3.65042, -1.73643], [2.79006, 4.47348, 1.32061], [2.39920, 3.20308, 0.12754], [3.39481, 4.59705, -0.35170], [-2.69348, 4.86730, 4.93269], [-1.19571, 5.79748, 5.08971], [-2.76432, 6.57573, 5.41831], [-4.33278, 5.42673, 3.03612], [-4.32742, 7.13775, 3.51715], [-3.90733, 6.66862, 1.84993], [-0.64632, 7.64614, 3.45496], [-1.77408, 8.03233, 2.13675], [-2.22728, 8.36326, 3.81921], [-5.93490, 2.13334, -2.58988], [-5.53387, 0.23238, -4.07705], [-4.32451, 0.06743, -5.37400], [-4.09959, -0.77647, -3.81998], [-5.27978, 2.75871, -4.34689], [-3.71930, 3.51611, -3.98826], [-3.94620, 2.59829, -5.49391], [-1.79874, 0.25092, -3.86378], [-2.15151, 1.32181, -5.23215], [-1.59217, 1.98327, -3.67560], [3.97833, -5.75003, -4.23842], [4.37380, -5.19040, -2.77875], [3.35721, -4.45505, -2.40181], [3.23562, -3.76799, -1.12334], [4.19160, -3.88801, -0.11779], [3.95698, -3.28782, 1.09493], [2.76625, -2.58056, 1.25668], [1.87899, -2.41635, 0.29477], [2.09539, -2.99871, -0.88317], [1.03084, -2.85623, -1.91859], [-0.01024, -2.03467, -1.67764], [-1.01501, -2.00162, -2.54932], [-1.04306, -2.76474, -3.71403], [0.03608, -3.55576, -4.00006], [1.09970, -3.60027, -3.09912], [2.29592, -4.39288, -3.35847], [2.52595, -5.08184, -4.44990], [5.08373, -4.47394, -0.30836], [4.66100, -3.37068, 1.91087], [2.52296, -2.13738, 2.21886], [-1.81316, -1.30464, -2.31067], [-1.89397, -2.70074, -4.37883], [0.09186, -4.14921, -4.90476], [1.30402, 0.38818, 1.76393], [2.65853, 0.55713, 1.60829], [3.18387, 0.61275, 0.35306], [4.48143, 1.02790, 0.37033], [2.40464, 0.24829, -1.07109], [0.81340, 1.26841, 1.87038], [1.04138, -0.30098, 2.45668], [3.15120, 1.05006, 2.32285], [5.03173, 0.91772, 1.20768], [4.96152, 0.92546, -0.50370], [-2.59003, -2.81917, 2.98782], [-1.80816, -2.85222, 1.67022], [-2.80503, -3.13860, 0.53868], [-0.81909, -4.02657, 1.73778], [-1.20251, -1.60803, 1.51049], [-3.08392, -3.77867, 3.19801], [-3.34947, -2.02919, 2.93944], [-1.90413, -2.58071, 3.81038], [-3.39752, -4.04148, 0.73752], [-2.27016, -3.27907, -0.40455], [-3.48510, -2.28427, 0.43047], [-1.32725, -4.99418, 1.88212], [-0.11942, -3.86671, 2.56980], [-0.24845, -4.06216, 0.81004]],
  "homo_energy_ev": -4.08,
  "lumo_ev": 1.34,
  "e_above_lowest_kj_mol": 105.1,
  "homo_lumo_gap_ev": 5.42,
  "charge": -1
}